[1]
This record from the Open Molecules 2025 dataset describes a single C4H7NO molecule. The level of theory is the ωB97M-V functional and the def2-TZVPD basis.

Results
**Energy above the lowest of the compared OMol25 structures with the same formula, charge and spin**: 67.7 kcal per mole
**F_max**: 0.30 eV/A
**Calculated total energy**: -286.5238 hartree
**SMILES**: C1N[C@H]1[C@H]1CO1
**Multiplicity**: 1

Each line ends with the Löwdin charge.
Geometry (Å):
1 C -1.749 -0.288 -0.066  -0.13
2 N -1.183 0.999 0.340  0.03
3 C -0.520 0.233 -0.704  -0.28
4 C 0.789 -0.433 -0.396  -0.27
5 C 1.815 0.232 0.408  -0.10
6 O 0.985 -0.783 0.965  -0.05
7 H -1.634 -1.128 0.617  0.11
8 H -2.702 -0.235 -0.585  0.10
9 H -0.677 0.861 1.214  0.09
10 H -0.584 0.669 -1.700  0.14
11 H 1.112 -1.192 -1.112  0.15
12 H 2.863 -0.041 0.294  0.11
13 H 1.628 1.239 0.782  0.12

Atomic forces in eV per Å
-0.193 -0.228 -0.048
0.101 0.117 0.190
0.106 -0.055 -0.143
-0.079 0.031 -0.193
0.201 0.194 -0.024
-0.030 -0.129 0.140
0.006 0.133 -0.111
0.165 0.003 0.061
-0.073 0.025 -0.081
0.019 -0.072 0.155
-0.069 0.095 0.122
-0.163 0.031 -0.003
0.010 -0.147 -0.066



[2]
This record from the Open Molecules 2025 dataset describes a single C2H4OS2 molecule. The level of theory is the ωB97M-V functional and the def2-TZVPD basis.

Results
**Energy above the lowest of the compared OMol25 structures with the same formula, charge and spin**: 54.4 kcal per mole
**F_max**: 2.43 eV/A
**Calculated total energy**: -950.1220 hartree
**Multiplicity**: 1

Each line ends with the Löwdin charge.
Geometry (Å):
1 C -0.985 0.162 0.007  -0.94
2 C 1.835 0.505 0.078  -0.38
3 O -2.980 -1.440 0.060  -0.48
4 S -2.529 0.241 0.105  0.88
5 S 0.185 1.365 0.049  0.76
6 H -2.112 -1.915 -0.176  0.05
7 H 1.737 -0.002 -0.897  0.02
8 H 2.200 -0.159 0.854  0.04
9 H 2.648 1.242 -0.080  0.04

Atomic forces in eV per Å
2.313 0.731 0.164
0.019 0.256 -2.138
1.488 0.417 -0.427
-1.203 -1.829 -0.169
0.107 -0.283 0.914
-1.620 1.037 0.504
0.580 -0.354 0.596
-0.902 -0.055 0.402
-0.783 0.080 0.152



[3]
This record from the Open Molecules 2025 dataset describes a gas-phase ion, C5H7N2 (charge +1). The level of theory is the ωB97M-V functional and the def2-TZVPD basis.

Results
**Charge**: +1
**Energy above the lowest of the compared OMol25 structures with the same formula, charge and spin**: 127.5 kcal per mole
**F_max**: 4.68 eV/A
**Calculated total energy**: -303.8158 hartree
**SMILES**: C[NH+]=C=NC1C=C1
**Multiplicity**: 1

Each line ends with the Löwdin charge.
Geometry (Å):
1 C 1.987 -0.301 1.811  -0.02
2 N 1.556 0.167 0.507  0.02
3 C 0.352 0.146 0.080  -0.07
4 N -0.697 0.032 -0.428  0.25
5 C -1.977 0.504 -1.015  -0.22
6 C -3.265 0.916 -0.374  0.02
7 C -3.416 -0.107 -1.183  0.10
8 H 1.198 -0.802 2.387  0.12
9 H 3.006 -0.663 1.875  0.10
10 H 2.071 0.646 2.294  0.08
11 H 2.304 0.599 -0.170  0.24
12 H -1.567 1.139 -1.892  0.16
13 H -3.864 1.550 0.291  0.12
14 H -3.776 -0.923 -1.713  0.09

Atomic forces in eV per Å
-0.267 1.604 1.513
2.053 0.400 -2.840
-1.651 -0.452 -1.193
0.019 -0.122 1.208
-0.952 2.014 -2.373
-0.444 -1.327 -0.303
3.892 1.852 1.824
0.480 -0.471 -0.700
-0.256 -0.898 -0.614
0.238 0.620 1.231
-1.985 -1.103 1.765
-0.786 -1.043 1.442
0.763 -0.082 -0.315
-1.104 -0.992 -0.645



[4]
This record from the Open Molecules 2025 dataset describes 7 unconnected molecules or ions with the total composition C38H34Cl2N6O12. The level of theory is the ωB97M-V functional and the def2-TZVPD basis.

Results
**F_max**: 1.24 eV/A
**Calculated total energy**: -3619.6978 hartree
**SMILES**: O=[N+]([O-])c1ccccc1.O=[N+]([O-])c1ccccc1.O=[N+]([O-])c1ccccc1.O=[N+]([O-])c1ccccc1.O=[N+]([O-])c1ccccc1.O=[N+]([O-])c1ccccc1.ClCCCl
**Multiplicity**: 1

Each line ends with the Löwdin charge.
Geometry (Å):
1 O -12.062 16.469 -9.761  0.07
2 N -11.286 16.264 -8.840  -0.35
3 O -10.833 17.121 -8.112  0.08
4 C -10.851 14.877 -8.617  -0.15
5 C -11.533 13.851 -9.242  -0.01
6 C -11.194 12.552 -8.938  -0.08
7 C -10.118 12.294 -8.107  -0.06
8 C -9.390 13.334 -7.550  -0.04
9 C -9.768 14.646 -7.800  0.00
10 H -12.312 14.079 -9.956  0.12
11 H -11.724 11.713 -9.368  0.08
12 H -9.845 11.271 -7.883  0.08
13 H -8.468 13.168 -7.010  0.12
14 H -9.255 15.476 -7.339  0.12
15 O -8.510 -0.001 -4.699  0.07
16 N -7.347 0.344 -4.792  -0.35
17 O -6.394 -0.346 -4.489  0.08
18 C -7.072 1.689 -5.311  -0.15
19 C -5.825 1.961 -5.809  -0.01
20 C -5.572 3.236 -6.297  -0.06
21 C -6.545 4.224 -6.193  -0.07
22 C -7.804 3.896 -5.714  -0.09
23 C -8.085 2.632 -5.244  0.00
24 H -5.064 1.195 -5.803  0.12
25 H -4.633 3.424 -6.801  0.11
26 H -6.335 5.198 -6.617  0.09
27 H -8.587 4.642 -5.750  0.07
28 H -9.045 2.344 -4.847  0.11
29 O -6.717 9.662 -7.231  0.06
30 N -5.781 9.796 -8.001  -0.34
31 O -5.206 10.844 -8.206  0.08
32 C -5.336 8.605 -8.740  -0.15
33 C -6.193 7.542 -8.843  -0.04
34 C -5.770 6.392 -9.505  -0.07
35 C -4.506 6.365 -10.061  -0.07
36 C -3.678 7.488 -10.021  -0.07
37 C -4.106 8.635 -9.384  0.00
38 H -7.140 7.515 -8.330  0.06
39 H -6.369 5.492 -9.471  0.09
40 H -4.137 5.471 -10.549  0.11
41 H -2.708 7.468 -10.499  0.11
42 H -3.540 9.553 -9.319  0.12
43 O -14.099 6.624 -8.010  0.08
44 N -13.679 7.285 -8.942  -0.35
45 O -13.040 6.839 -9.872  0.07
46 C -13.936 8.729 -8.936  -0.16
47 C -14.052 9.376 -7.728  -0.03
48 C -14.165 10.756 -7.740  -0.05
49 C -14.068 11.456 -8.945  -0.10
50 C -14.007 10.791 -10.159  -0.07
51 C -13.948 9.407 -10.139  0.00
52 H -14.048 8.815 -6.803  0.11
53 H -14.248 11.307 -6.813  0.12
54 H -14.076 12.538 -8.878  0.11
55 H -13.770 11.366 -11.042  0.10
56 H -13.824 8.840 -11.054  0.11
57 O -8.362 10.011 -10.558  0.08
58 N -8.930 9.024 -10.985  -0.33
59 O -8.659 7.880 -10.668  0.05
60 C -10.049 9.229 -11.906  -0.14
61 C -10.553 8.151 -12.620  0.00
62 C -11.635 8.332 -13.453  -0.06
63 C -12.212 9.589 -13.572  -0.07
64 C -11.667 10.671 -12.883  -0.08
65 C -10.606 10.488 -12.019  -0.01
66 H -10.087 7.181 -12.511  0.12
67 H -11.999 7.474 -14.001  0.11
68 H -13.076 9.743 -14.205  0.11
69 H -12.217 11.597 -12.996  0.11
70 H -10.154 11.351 -11.547  0.12
71 O -12.491 4.726 -4.957  0.09
72 N -12.110 3.894 -5.751  -0.33
73 O -10.936 3.674 -6.000  0.05
74 C -13.137 3.087 -6.431  -0.15
75 C -12.767 1.869 -6.953  0.00
76 C -13.737 1.085 -7.569  -0.05
77 C -15.054 1.534 -7.548  -0.07
78 C -15.401 2.758 -6.992  -0.06
79 C -14.432 3.557 -6.415  -0.01
80 H -11.719 1.601 -6.950  0.12
81 H -13.440 0.217 -8.138  0.11
82 H -15.793 0.984 -8.122  0.11
83 H -16.443 3.042 -6.935  0.11
84 H -14.643 4.527 -5.994  0.12
85 Cl -10.959 9.048 -6.256  0.62
86 C -9.788 8.063 -7.148  -0.66
87 C -10.391 6.693 -7.472  -0.60
88 Cl -9.152 5.762 -8.364  0.66
89 H -8.940 7.881 -6.492  0.07
90 H -9.491 8.571 -8.060  0.05
91 H -11.251 6.747 -8.131  0.04
92 H -10.628 6.196 -6.534  0.05

Atomic forces in eV per Å
0.134 -0.033 0.324
-0.046 0.074 -0.515
-0.053 0.024 0.017
-0.015 0.040 -0.063
-0.415 0.163 -0.223
0.371 -0.375 -0.136
0.291 -0.205 0.377
0.296 0.296 -0.386
-0.004 -0.021 0.405
-0.091 0.076 0.127
0.073 0.174 -0.049
0.048 0.023 -0.055
-0.195 -0.236 0.233
0.045 0.027 -0.077
0.052 0.024 0.034
0.003 -0.172 0.023
-0.027 -0.058 -0.024
-0.460 0.063 0.445
0.492 0.134 -0.177
-0.044 -0.049 0.067
0.268 -0.505 -0.701
-0.259 0.706 0.071
0.242 -0.393 -0.111
-0.031 -0.067 -0.122
0.071 0.163 0.220
-0.145 0.079 0.162
0.000 -0.062 0.207
-0.097 0.126 -0.074
0.111 0.026 -0.108
-0.307 0.052 0.043
0.072 -0.015 0.052
-0.011 0.291 -0.535
-0.141 -0.938 0.493
0.317 0.159 0.409
0.359 -0.012 -0.305
-0.102 0.060 -0.145
-0.148 0.179 0.430
-0.057 0.298 -0.065
-0.197 0.106 -0.215
-0.085 -0.011 0.038
0.003 -0.027 0.014
0.213 -0.128 -0.110
0.117 0.105 -0.015
-0.339 -0.052 0.143
0.101 -0.147 -0.199
0.003 0.173 -0.147
-0.335 0.117 0.443
0.243 0.161 -0.376
-0.818 0.070 0.820
0.667 0.004 0.592
0.371 -0.256 -0.685
0.015 -0.007 -0.061
0.019 -0.051 0.042
0.019 -0.070 -0.252
-0.508 -0.180 -0.304
0.026 0.054 0.020
0.017 -0.015 0.029
0.069 -0.087 0.224
-0.021 0.181 -0.204
-0.468 -0.059 -0.289
0.492 -0.187 0.450
-0.110 -0.014 -0.176
0.251 -0.061 0.051
-1.088 -0.560 -0.171
0.477 0.724 -0.329
-0.030 0.018 0.051
-0.160 0.094 -0.042
0.013 -0.039 -0.050
0.533 0.311 0.153
-0.032 -0.205 0.311
-0.001 0.243 0.009
0.178 -0.084 0.006
-0.206 -0.031 -0.077
0.188 0.048 0.536
0.257 -0.178 -0.540
0.059 0.716 0.119
0.081 -0.155 -0.877
-0.162 -0.233 0.456
-0.127 0.001 -0.129
-0.054 -0.100 0.040
-0.117 -0.216 0.231
-0.076 -0.094 0.348
0.033 0.161 -0.244
-0.087 -0.016 0.074
-0.169 0.173 0.045
-0.023 -1.000 -0.184
0.193 0.588 0.080
-0.141 -0.220 0.150
0.154 0.361 -0.097
0.097 0.188 0.081
-0.062 0.033 0.120
-0.071 -0.264 -0.169



[5]
This record from the Open Molecules 2025 dataset describes a single C8H15O2P molecule. The level of theory is the ωB97M-V functional and the def2-TZVPD basis.

Results
**Energy above the lowest of the compared OMol25 structures with the same formula, charge and spin**: 122.9 kcal per mole
**F_max**: 4.94 eV/A
**Calculated total energy**: -805.5034 hartree
**Multiplicity**: 1

Each line ends with the Löwdin charge.
Geometry (Å):
1 C -0.554 -2.835 -1.369  -0.13
2 C -0.926 -4.068 -1.597  -0.05
3 C -0.844 -1.530 -2.047  -0.21
4 C 0.520 -0.870 -2.435  -0.16
5 C 0.342 2.863 1.627  -0.14
6 C -0.243 1.797 0.840  -0.32
7 C -0.027 0.387 1.479  -0.28
8 C 1.418 -0.032 1.379  -0.30
9 O 2.985 -1.635 -0.568  -0.36
10 O 0.936 -0.190 -1.113  -0.36
11 P 1.662 -1.238 -0.032  0.77
12 H -0.744 -4.998 -1.037  0.05
13 H -1.716 -4.189 -2.486  0.11
14 H -1.388 -1.747 -3.003  0.12
15 H -1.373 -0.802 -1.343  0.13
16 H 1.285 -1.574 -2.746  0.10
17 H 0.459 -0.189 -3.282  0.11
18 H 0.334 3.903 1.079  0.12
19 H -0.255 2.977 2.611  0.11
20 H 1.328 2.723 1.843  0.02
21 H 0.078 1.769 -0.136  0.07
22 H -1.323 1.891 0.841  0.11
23 H -0.664 -0.383 0.924  0.09
24 H -0.454 0.416 2.589  0.15
25 H 1.826 -0.249 2.447  0.12
26 H 2.113 0.852 0.984  0.13

Atomic forces in eV per Å
-0.017 0.617 0.122
-1.920 -0.475 -1.405
0.853 0.139 -0.224
-0.424 0.301 2.222
-2.601 4.079 0.979
-2.101 -2.423 1.587
-1.947 0.064 0.591
2.744 1.179 1.317
-0.015 -0.137 0.853
0.078 -1.470 -1.733
-0.909 0.875 -1.509
0.282 0.762 -0.259
1.645 0.149 1.778
-0.030 0.243 0.824
0.438 -1.047 -1.245
0.073 -0.373 0.403
-0.217 0.736 0.664
-0.301 -1.881 1.001
1.114 0.033 -1.390
2.794 -0.546 0.816
0.831 -0.066 -2.257
-0.346 0.358 -0.325
0.577 1.047 0.788
1.143 -0.171 -2.190
-0.338 -0.331 -2.211
-1.407 -1.661 0.799



[6]
This record from the Open Molecules 2025 dataset describes 3 unconnected molecules or ions with the total composition C3H14NO2. The level of theory is the ωB97M-V functional and the def2-TZVPD basis.

Results
**Energy above the lowest of the compared OMol25 structures with the same formula, charge and spin**: 13.9 kcal per mole
**F_max**: 1.44 eV/A
**Calculated total energy**: -327.7942 hartree
**Multiplicity**: 2

Each line ends with the Löwdin charge.
Geometry (Å):
1 C 2.449 1.512 0.189  -0.12
2 C 2.267 0.041 0.535  -0.25
3 N 0.972 -0.081 1.239  -0.10
4 C 0.462 -1.414 1.684  -0.16
5 H 1.627 1.966 -0.355  0.07
6 H 3.396 1.785 -0.276  0.07
7 H 2.546 2.057 1.140  0.06
8 H 3.072 -0.280 1.187  0.11
9 H 2.206 -0.576 -0.357  0.12
10 H 0.986 0.530 2.078  0.05
11 H 0.184 0.285 0.650  0.08
12 H -0.609 -1.264 1.846  0.05
13 H 0.702 -2.149 0.920  0.08
14 H 0.931 -1.723 2.616  0.06
15 H -1.877 0.862 0.252  0.02
16 H -1.656 -0.283 -0.690  0.03
17 O -1.214 0.521 -0.378  -0.14
18 H -4.243 0.147 -3.364  0.03
19 H -4.516 -1.223 -3.016  0.03
20 O -3.878 -0.542 -2.805  -0.08

Atomic forces in eV per Å
0.522 0.824 1.062
-0.129 0.419 -0.657
-0.660 -0.332 0.200
0.555 0.091 -0.052
-0.104 -0.219 -0.165
-0.026 -0.593 -0.460
-0.394 -0.046 -0.105
-0.028 -0.301 0.061
0.168 -0.171 0.056
-0.070 0.261 0.361
0.368 0.088 -0.193
0.009 -0.292 -0.070
-0.321 -0.019 -0.112
0.147 0.186 0.089
0.121 0.268 0.127
0.074 -0.161 -0.292
-0.278 0.021 0.104
0.371 0.643 0.032
-0.046 -0.778 0.289
-0.277 0.112 -0.274